ORCA calculation (ωB97M-V/def2-TZVPD) on a structure of composition C36H99N9O9 at a distorted geometry.

```
153
Properties=species:S:1:pos:R:3:forces:R:3:mulliken_charge:R:1
C 2.0722 0.7558 -5.4812 -0.718 0.740 -1.163 -2.091
C 2.4871 -0.0320 -4.3001 0.065 -2.063 -0.442 -0.799
C 2.6812 0.7325 -3.0351 -0.592 3.962 0.085 -0.087
O 3.5572 0.1036 -2.1098 2.282 8.910 5.542 -0.725
C 3.8772 0.8692 -0.9031 1.447 1.183 -0.444 -1.210
N 1.5820 -1.1344 -4.0750 -4.976 3.596 -8.109 -0.063
H 2.6235 1.6881 -5.6036 0.027 0.076 0.095 0.578
H 0.9991 0.9470 -5.4710 0.021 0.257 0.223 0.348
H 2.2165 0.2130 -6.4154 0.240 -0.376 0.128 0.349
H 3.4687 -0.4455 -4.5313 0.823 0.215 -0.507 0.129
H 1.7333 0.9966 -2.5663 -0.098 -0.216 -0.042 -0.281
H 3.1224 1.6864 -3.3242 0.280 0.247 0.089 1.331
H 4.4289 0.2655 -0.1824 -0.288 -0.068 -0.277 0.803
H 3.0381 1.2428 -0.3163 0.268 0.397 -0.846 0.538
H 4.6256 1.6222 -1.1500 -0.392 0.633 -0.163 0.375
H 1.4516 -1.6507 -4.9331 -0.327 0.424 -0.594 0.279
H 1.9585 -1.8280 -3.4446 0.358 -0.995 -1.399 1.648
C 0.7333 -1.0293 3.4454 -1.060 1.665 0.865 -0.954
C 1.1816 0.4151 3.8738 -0.062 -4.120 -1.750 1.162
C 0.2277 1.1909 4.7182 -0.721 -0.786 0.972 -1.892
O -1.0087 1.3904 4.0078 1.882 2.313 4.122 0.172
C -1.7475 2.4869 4.5007 -1.017 0.576 0.943 -0.910
N 2.4982 0.3104 4.4401 0.241 1.388 1.893 -0.389
H -0.3347 -0.8921 3.2758 0.251 -0.910 -0.231 -0.039
H 0.8563 -1.7939 4.2124 0.308 0.053 -0.004 0.450
H 1.2684 -1.2257 2.5163 -0.193 -0.516 0.095 0.232
H 1.2436 0.9338 2.9172 -0.223 -2.134 2.487 -0.908
H 0.6816 2.1512 4.9628 -1.130 -0.501 1.064 0.859
H 0.0823 0.6282 5.6403 -0.569 -0.031 0.377 0.631
H -1.8519 2.6135 5.5782 0.672 -0.587 0.354 0.538
H -2.7988 2.4771 4.2129 0.114 -0.558 -0.725 0.234
H -1.3454 3.4188 4.1032 -1.414 -1.240 3.172 0.704
H 2.2627 0.3635 5.4208 0.904 0.124 0.739 0.390
H 2.9984 -0.5648 4.3776 -0.461 -0.239 -0.677 0.321
C -5.7938 1.7411 5.2699 0.248 -1.208 -1.480 -1.427
C -5.0845 0.4397 5.6546 -0.411 1.060 0.447 0.430
C -3.7622 0.0753 4.9169 0.201 -0.439 -0.239 -0.651
O -3.9021 0.0729 3.4978 -0.156 0.068 0.383 -0.325
C -2.6571 -0.0534 2.7221 -3.824 0.331 4.237 0.576
N -4.8602 0.5894 7.0682 1.531 -0.799 1.687 -0.750
H -5.1306 2.6036 5.3359 -0.115 -0.019 0.029 0.305
H -6.7075 1.8751 5.8489 0.157 0.065 0.126 0.483
H -6.0848 1.5281 4.2413 -0.153 0.808 -0.278 0.258
H -5.7747 -0.3961 5.5399 -0.157 -0.115 -0.790 0.255
H -3.4952 -0.9015 5.3201 -0.282 -0.917 -0.251 0.273
H -2.8296 0.5603 5.2053 -0.566 1.022 0.254 0.202
H -1.8631 0.6474 2.9802 -8.513 -1.850 4.214 0.280
H -2.8492 0.1687 1.6723 -2.735 0.312 3.227 0.142
H -2.2036 -1.0376 2.8390 -0.409 0.296 0.241 0.699
H -4.6457 -0.3056 7.4843 0.519 -0.262 0.057 0.229
H -5.6344 0.8805 7.6478 -0.434 0.446 -0.682 0.239
C -0.9635 0.4403 1.5650 6.568 1.175 -2.151 -2.581
C 0.4067 0.9118 1.0618 -0.340 0.908 -2.065 -0.729
C 0.7445 0.4242 -0.4130 -0.601 -0.079 1.078 -0.016
O 0.3642 -0.9333 -0.6103 0.095 -0.494 0.085 -0.365
C 0.4922 -1.4143 -2.0109 -2.197 2.306 5.410 -0.235
N 0.3879 2.3892 1.0790 4.477 -3.931 -3.353 0.413
H -0.9860 -0.6493 1.5459 0.528 0.725 0.031 2.353
H -1.7327 0.8576 0.9153 2.516 0.440 1.039 0.337
H -1.2064 0.7658 2.5765 7.533 1.116 -5.499 -0.554
H 1.2103 0.5971 1.7277 -0.118 -0.698 -1.614 1.137
H 1.8025 0.5679 -0.6323 -0.900 -0.345 0.255 -1.232
H 0.1961 1.0948 -1.0745 0.185 -0.323 -0.097 -0.252
H 1.5779 -1.4812 -2.0809 -14.261 -3.635 -0.490 -0.135
H 0.0743 -0.6412 -2.6558 0.179 0.313 0.685 0.163
H -0.0651 -2.3442 -2.1241 0.448 -0.035 1.279 0.484
H -0.5152 2.6690 0.7237 1.600 -0.789 0.145 -0.017
H 0.4373 2.8381 1.9824 0.062 -4.586 -3.409 0.593
C 2.5122 -4.4707 -5.3653 -0.174 -1.357 -0.611 -1.088
C 1.0660 -4.8539 -5.8161 0.495 1.826 0.514 0.132
C -0.0174 -4.1661 -4.9469 0.133 -1.464 0.288 -0.469
O -0.1763 -2.8376 -5.2606 -0.102 0.602 0.301 -0.371
C -0.8112 -1.9772 -4.2693 0.032 -0.195 -2.427 -0.196
N 0.9602 -4.4053 -7.1993 -0.201 -0.014 -0.350 -0.870
H 3.2365 -5.0402 -5.9477 -0.114 -0.350 -0.191 0.475
H 2.6974 -4.7540 -4.3291 -0.381 -0.268 -1.417 0.473
H 2.8483 -3.4518 -5.5579 -0.651 0.344 0.301 0.145
H 0.9044 -5.9239 -5.6856 0.189 -0.103 -0.305 0.486
H 0.2500 -4.3759 -3.9112 0.086 0.373 0.528 0.236
H -0.9656 -4.6827 -5.0953 -0.338 -0.313 -0.161 0.452
H -1.8533 -2.2432 -4.0921 -0.153 -0.434 0.107 0.544
H -0.7657 -1.0658 -4.8655 -0.508 0.429 0.650 0.178
H -0.2041 -1.8163 -3.3784 -1.712 -1.072 -2.937 -0.409
H 1.1652 -3.4177 -7.1476 0.605 0.331 -0.105 0.321
H -0.0114 -4.3053 -7.4567 -0.522 -0.672 -0.160 0.343
C 4.0509 -2.0119 -0.7036 1.841 -1.952 -0.749 -1.918
C 3.7688 -2.5827 -2.1427 -0.222 1.312 1.614 -0.490
C 3.0928 -3.9212 -2.2237 0.867 -0.302 0.800 0.275
O 3.9224 -4.9233 -1.5929 -1.411 0.351 0.722 -0.504
C 5.0583 -5.2386 -2.3335 0.240 0.186 -0.382 -0.653
N 2.8909 -1.5988 -2.7021 7.680 -9.280 2.027 -0.128
H 4.7848 -2.6183 -0.1727 0.220 -0.034 0.145 0.519
H 3.1784 -2.0016 -0.0504 -0.381 0.252 -0.362 0.235
H 4.4663 -1.0233 -0.8993 0.009 -1.676 0.573 0.614
H 4.6277 -2.6220 -2.8127 0.530 0.266 0.422 0.888
H 2.8781 -4.2150 -3.2511 0.471 0.760 1.315 -0.743
H 2.1193 -3.7758 -1.7555 0.004 -0.818 0.671 0.117
H 4.7550 -5.6860 -3.2800 0.267 -0.342 -0.189 0.248
H 5.7022 -5.8960 -1.7492 -0.301 -0.217 -0.050 0.345
H 5.6673 -4.3648 -2.5655 0.087 0.202 -0.042 0.284
H 3.4362 -0.7811 -2.9346 0.454 -4.375 -1.577 0.126
H 2.1985 -1.3075 -2.0270 12.292 3.178 1.652 -0.129
C -2.4223 -0.7195 -0.0202 0.333 -1.113 -0.755 -0.025
C -3.7234 -1.3912 -0.0964 -1.522 -0.110 -1.350 -0.227
C -4.0071 -2.5454 0.8329 0.865 -0.111 0.618 -1.139
O -3.6991 -2.1202 2.1708 -1.320 -1.182 -0.953 0.174
C -4.1974 -2.9795 3.1546 0.543 -0.693 0.678 -1.065
N -4.6664 -0.3204 0.2160 -0.687 0.547 0.625 -0.614
H -2.3271 0.1484 -0.6727 -0.447 -0.716 -0.628 0.504
H -1.5278 -1.3368 -0.1036 -0.441 -0.127 -0.408 0.775
H -2.2906 -0.2342 0.9469 -1.044 -3.472 -4.049 -1.377
H -3.8821 -1.7408 -1.1165 -0.305 -0.217 -0.189 0.637
H -3.3944 -3.4099 0.5774 0.030 -0.337 0.014 0.449
H -5.0655 -2.7974 0.7665 -0.142 -0.188 -0.070 0.455
H -3.7478 -3.9621 3.0114 -0.209 -0.404 -0.018 0.397
H -5.2758 -3.0821 3.2756 -0.356 0.181 -0.797 0.309
H -3.8953 -2.6757 4.1568 0.443 0.483 -0.199 0.219
H -5.6425 -0.5650 0.1296 -0.276 -0.398 -0.797 0.397
H -4.6157 -0.3570 1.2241 -0.008 0.872 0.666 0.044
C 1.1191 5.2991 3.5189 0.107 -0.324 -0.113 -1.813
C 0.9371 4.0352 2.6379 2.896 2.970 2.391 -0.197
C 1.7878 2.7835 3.1392 -0.272 1.740 -0.413 0.642
O 3.1664 2.9435 3.0454 0.632 0.660 -1.631 -0.535
C 3.7229 3.0981 1.6910 -0.036 0.578 1.605 -0.393
N -0.4610 3.7049 2.4176 -3.549 5.786 3.764 -0.567
H 2.1268 5.5111 3.8763 0.338 -0.380 -0.450 0.391
H 0.5574 5.2405 4.4512 -0.469 0.058 -0.106 0.315
H 0.8224 6.1535 2.9106 -0.285 0.224 0.319 0.423
H 1.2651 4.2701 1.6253 0.624 0.062 0.369 0.692
H 1.3487 1.9696 2.5624 2.139 2.435 -0.035 -0.483
H 1.5379 2.4278 4.1387 1.818 2.113 -1.054 -0.644
H 3.3245 3.9306 1.1110 -0.787 -0.170 0.036 0.219
H 3.6808 2.1747 1.1135 0.081 0.174 0.362 0.108
H 4.7307 3.4665 1.8829 0.280 -0.685 -0.018 0.500
H -0.9401 3.7633 3.3048 1.224 1.264 -2.189 -0.638
H -0.8359 4.5068 1.9314 -0.198 0.255 -0.445 0.284
C -3.0570 2.6187 -2.0515 0.697 0.646 -0.621 -1.859
C -1.6040 2.3472 -1.5077 -2.906 -0.677 -0.274 1.284
C -0.5561 3.1594 -2.2468 -0.419 0.135 -1.585 -1.009
O -0.4403 2.6849 -3.6313 -0.565 -0.384 1.621 -0.359
C 0.5316 3.3350 -4.3978 0.706 -0.090 0.191 -0.689
N -1.5922 2.5712 -0.0665 -3.938 2.012 -2.107 -0.306
H -3.8994 2.2534 -1.4641 0.455 -0.498 0.317 0.411
H -3.1915 2.2797 -3.0787 0.142 -0.169 -0.035 0.330
H -3.1954 3.6991 -2.0921 0.012 0.281 0.016 0.437
H -1.4567 1.2737 -1.6263 0.372 0.269 -0.405 -1.069
H 0.3977 3.1866 -1.7199 0.131 -0.102 -0.011 0.384
H -0.9588 4.1592 -2.4091 0.197 0.482 0.669 0.785
H 0.1957 3.3216 -5.4347 0.117 0.096 0.023 0.324
H 1.4794 2.8036 -4.3118 -0.020 -0.003 -0.167 0.027
H 0.7888 4.3462 -4.0823 -0.590 0.387 0.097 0.394
H -1.8805 3.5089 0.1740 0.178 0.993 -0.671 0.614
H -2.3218 2.1310 0.4756 -0.513 -0.615 -0.841 0.317
```
Positions in Å, forces in eV/Å.

Values from the calculation:
- relative energy (zero: lowest compared OMol25 entry of this formula, charge and spin) (kJ/mol) = 4025.9
- HOMO-LUMO gap (eV) = 6.74
- E_HOMO (eV) = -6.2
- LUMO level (eV) = 0.51
- calculated total energy (eV) = -70730.5842

=====

ORCA calculation (ωB97M-V/def2-TZVPD) on a cluster of 2 separate species, C6H12N in total at a distorted geometry.

```
19
Properties=species:S:1:pos:R:3:forces:R:3:mulliken_charge:R:1
C 1.8881 -0.1717 0.7147 -3.163 0.898 1.849 -0.654
C 0.6287 0.0878 1.2763 4.877 -1.406 -2.674 -0.687
C 1.8478 -0.1553 -0.7659 1.122 2.004 -0.334 -0.448
C -0.2496 0.3078 0.1944 -4.661 -1.870 0.336 0.563
C -1.3980 1.2770 0.3969 0.859 -0.467 -2.865 -1.475
C -1.4750 -1.6449 -0.0262 1.745 0.329 -0.404 -0.666
N 0.5342 0.5017 -1.0433 -2.248 -0.154 -0.312 -0.080
H 2.8144 -0.1131 1.2201 0.752 -0.641 0.561 0.463
H 0.3695 -0.0375 2.2842 -0.358 0.359 1.153 0.482
H 2.5215 0.6863 -1.0351 0.517 -1.439 -0.664 0.333
H 1.9663 -1.1416 -1.2576 -0.026 0.843 0.014 0.296
H -2.2833 0.9422 -0.1238 -0.203 0.247 -0.328 0.348
H -1.1538 2.3017 0.1162 0.075 0.140 0.017 0.455
H -1.5998 1.2274 1.3888 -0.823 0.178 3.058 0.407
H -1.0992 -2.5085 0.6777 -0.338 1.991 -1.563 0.272
H -1.2344 -1.7797 -1.1527 -0.621 -0.113 2.062 0.241
H -2.5471 -1.4194 0.1952 1.110 0.227 -0.319 0.309
H 0.5242 1.5285 -1.2670 0.742 -0.894 0.407 0.427
H -0.0543 0.1113 -1.7929 0.645 -0.232 0.007 0.415
```
Positions in Å, forces in eV/Å.

Values from the calculation:
- relative energy (zero: lowest compared OMol25 entry of this formula, charge and spin) (kJ/mol) = 381.8
- HOMO-LUMO gap (spin up / spin down) (eV) = 8.35 / 8.35
- total charge = +1
- E_HOMO (spin up / spin down) (eV) = -12.5 / -12.5
- LUMO level (spin up / spin down) (eV) = -4.11 / -4.11
- calculated total energy (eV) = -7896.1040